No. 1
# C2H2IN3O

A molecular structure, C2H2IN3O at a distorted geometry (ωB97M-V/def2-TZVPD, the OMol25 dataset).

Results
Multiplicity: 1
HOMO energy (eV): -9.382
Lowest unoccupied orbital energy (eV): -0.6370
Frontier orbital gap (eV): 8.745

Positions of all 9 atoms, in Å:
C (0.206, 0.327, 1.397)
C (1.126, 0.197, 0.201)
N (-0.014, 0.274, 2.507)
N (0.384, -0.357, -0.722)
N (-1.037, -0.353, -0.442)
O (2.333, 0.221, 0.386)
I (-1.983, 0.143, -2.095)
H (-1.574, 0.255, 0.441)
H (0.559, -0.708, -1.672)

---

No. 2
# C25H35N2O3

A gas-phase ion, C25H35N2O3 (charge +1) at a distorted geometry (ωB97M-V/def2-TZVPD, the OMol25 dataset).

Results
Multiplicity: 1
Net charge: +1
SMILES: CCCCNC(=O)[C@H]1CC[N@@H+](Cc2ccc(OCc3ccccc3)c(OC)c2)CC1
HOMO energy (eV): -10.878
Lowest unoccupied orbital energy (eV): -2.3292
Frontier orbital gap (eV): 8.549

Positions of all 65 atoms, in Å:
C (-2.660, -4.782, 1.108)
C (-1.671, -5.670, 0.361)
C (-2.266, -6.316, -0.891)
C (-2.716, -5.304, -1.946)
N (-1.622, -4.454, -2.374)
C (-1.585, -3.141, -2.133)
O (-2.495, -2.529, -1.596)
C (-0.310, -2.426, -2.606)
C (0.382, -1.718, -1.432)
C (-0.472, -0.576, -0.902)
N (-0.757, 0.405, -1.975)
C (-1.479, 1.600, -1.442)
C (-0.570, 2.425, -0.577)
C (-0.659, 2.392, 0.801)
C (0.197, 3.159, 1.580)
C (1.156, 3.967, 0.991)
O (2.020, 4.766, 1.639)
C (1.945, 4.870, 3.050)
C (2.344, 3.612, 3.782)
C (3.294, 2.757, 3.238)
C (3.674, 1.613, 3.918)
C (3.114, 1.319, 5.149)
C (2.171, 2.171, 5.699)
C (1.783, 3.311, 5.016)
C (1.260, 3.999, -0.427)
O (2.222, 4.811, -0.913)
C (2.337, 4.985, -2.305)
C (0.401, 3.227, -1.186)
C (-1.487, -0.250, -3.084)
C (-0.655, -1.380, -3.675)
H (-2.223, -4.439, 2.042)
H (-2.928, -3.909, 0.518)
H (-3.566, -5.336, 1.339)
H (-0.789, -5.083, 0.088)
H (-1.336, -6.469, 1.026)
H (-3.133, -6.915, -0.612)
H (-1.526, -6.988, -1.333)
H (-3.112, -5.833, -2.818)
H (-3.491, -4.649, -1.550)
H (-0.829, -4.921, -2.786)
H (0.378, -3.158, -3.035)
H (0.559, -2.424, -0.620)
H (1.355, -1.342, -1.761)
H (0.033, -0.058, -0.084)
H (-1.429, -0.973, -0.554)
H (0.147, 0.737, -2.335)
H (-1.827, 2.188, -2.295)
H (-2.346, 1.246, -0.882)
H (-1.408, 1.784, 1.285)
H (0.108, 3.115, 2.652)
H (2.649, 5.673, 3.292)
H (0.940, 5.191, 3.355)
H (3.737, 2.998, 2.282)
H (4.416, 0.956, 3.489)
H (3.415, 0.430, 5.683)
H (1.735, 1.949, 6.661)
H (1.048, 3.975, 5.447)
H (1.409, 5.367, -2.741)
H (3.127, 5.720, -2.443)
H (2.624, 4.053, -2.806)
H (0.454, 3.266, -2.264)
H (-1.718, 0.493, -3.849)
H (-2.417, -0.656, -2.676)
H (-1.222, -1.844, -4.484)
H (0.270, -0.984, -4.103)

---

No. 3
# C7H7ClN2O

C7H7ClN2O in the gas phase at a distorted geometry (ωB97M-V/def2-TZVPD, the OMol25 dataset).

Results
Multiplicity: 1
SMILES: CON1C(C#N)=CC=C[C@H]1Cl
HOMO energy (eV): -9.071
Lowest unoccupied orbital energy (eV): -0.3759
Frontier orbital gap (eV): 8.695

Positions of all 18 atoms, in Å:
C (2.270, 1.189, 0.872)
O (1.705, -0.112, 0.737)
N (0.352, -0.207, 0.160)
C (0.461, -0.786, -1.180)
C (1.739, -0.504, -1.692)
N (2.818, -0.301, -2.052)
C (-0.461, -1.522, -1.796)
C (-1.693, -1.816, -1.032)
C (-1.768, -1.408, 0.210)
C (-0.560, -0.822, 0.966)
Cl (0.241, -2.339, 1.681)
H (3.416, 0.959, 1.088)
H (1.913, 1.785, 1.659)
H (2.193, 1.578, -0.078)
H (-0.041, -2.216, -2.552)
H (-2.598, -2.062, -1.644)
H (-2.728, -1.225, 0.684)
H (-0.802, -0.306, 1.895)

---

No. 4
# C50H56GeHgN7O3P2S3

A molecular structure, C50H56GeHgN7O3P2S3 (ωB97M-V/def2-TZVPD, the OMol25 dataset).

Results
Multiplicity: 2
<S²>: 0.77
Net charge: -2
HOMO energy (alpha / beta) (eV): -0.305 / -1.261
Lowest unoccupied orbital energy (alpha / beta) (eV): 3.5082 / 3.5052
Frontier orbital gap (alpha / beta) (eV): 3.813 / 4.767

Positions of all 123 atoms, in Å:
Hg (-1.939, -0.411, 0.342)
C (-1.786, 2.118, 3.996)
C (-2.839, 2.781, 3.181)
N (-2.820, 2.849, 1.890)
C (-3.970, 3.403, 1.388)
C (-4.878, 3.807, 2.317)
S (-4.270, 3.476, 3.885)
C (-4.156, 3.418, -0.073)
C (-4.999, 4.208, -0.790)
S (-4.936, 3.763, -2.446)
C (-3.747, 2.550, -2.069)
N (-3.453, 2.498, -0.814)
C (-3.151, 1.634, -3.084)
H (-1.774, 1.050, 3.760)
H (-1.948, 2.246, 5.065)
H (-0.796, 2.493, 3.742)
H (-5.856, 4.229, 2.153)
H (-5.623, 5.011, -0.432)
H (-3.748, 1.585, -3.995)
H (-3.071, 0.631, -2.642)
H (-2.145, 1.968, -3.346)
N (6.505, -1.361, 2.339)
C (5.453, -0.760, 3.070)
C (4.718, 0.279, 2.504)
C (3.681, 0.862, 3.209)
C (3.374, 0.426, 4.492)
C (4.114, -0.592, 5.070)
C (5.154, -1.180, 4.362)
S (1.954, 1.112, 5.317)
O (1.915, 2.513, 4.946)
O (2.109, 0.832, 6.730)
N (0.720, 0.422, 4.604)
C (0.444, -0.886, 4.740)
N (1.166, -1.701, 5.555)
C (0.779, -2.962, 5.647)
C (-0.298, -3.488, 4.961)
C (-0.954, -2.593, 4.119)
N (-0.608, -1.331, 3.990)
H (6.306, -1.352, 1.347)
H (6.657, -2.317, 2.628)
H (4.936, 0.609, 1.494)
H (3.090, 1.650, 2.762)
H (3.848, -0.929, 6.062)
H (5.725, -1.989, 4.807)
H (1.378, -3.593, 6.304)
H (-0.594, -4.524, 5.048)
H (-1.785, -2.917, 3.496)
C (-0.099, -3.384, -2.122)
Ge (-1.934, -3.402, -1.363)
C (-1.684, -4.316, 0.387)
C (-2.875, -4.770, -2.472)
C (-2.820, -1.701, -1.451)
H (0.420, -4.311, -1.861)
H (0.478, -2.552, -1.718)
H (-0.124, -3.289, -3.210)
H (-1.159, -5.270, 0.267)
H (-2.653, -4.504, 0.857)
H (-1.102, -3.678, 1.056)
H (-2.330, -5.719, -2.480)
H (-2.977, -4.416, -3.501)
H (-3.877, -4.947, -2.073)
H (-3.826, -1.884, -1.025)
C (-5.686, -0.108, 0.108)
N (-6.478, 0.514, 1.154)
C (-7.584, 1.338, 0.751)
C (-6.091, 0.428, 2.452)
O (-5.091, -0.126, 2.845)
H (-6.302, -0.804, -0.469)
H (-4.859, -0.649, 0.561)
H (-5.273, 0.642, -0.568)
H (-7.240, 2.180, 0.139)
H (-8.090, 1.736, 1.633)
H (-8.307, 0.764, 0.163)
H (-6.803, 0.931, 3.134)
C (2.295, 0.128, -2.376)
P (1.267, 0.135, -0.841)
C (1.807, 1.676, 0.000)
C (3.041, 2.295, -0.194)
C (3.371, 3.443, 0.511)
C (2.478, 3.977, 1.432)
C (1.249, 3.368, 1.633)
C (0.908, 2.231, 0.911)
C (2.127, -1.124, 0.181)
C (3.222, -1.869, -0.250)
C (3.762, -2.863, 0.558)
C (3.217, -3.114, 1.809)
C (2.134, -2.368, 2.252)
C (1.587, -1.383, 1.443)
P (1.709, 1.413, -3.579)
C (3.150, 1.362, -4.731)
C (3.624, 0.177, -5.296)
C (4.730, 0.181, -6.130)
C (5.383, 1.376, -6.415)
C (4.924, 2.559, -5.862)
C (3.812, 2.549, -5.025)
C (0.471, 0.486, -4.572)
C (-0.545, -0.232, -3.942)
C (-1.546, -0.848, -4.683)
C (-1.551, -0.748, -6.065)
C (-0.554, -0.020, -6.705)
C (0.445, 0.595, -5.966)
H (2.214, -0.869, -2.817)
H (3.354, 0.328, -2.191)
H (3.761, 1.883, -0.892)
H (4.338, 3.910, 0.357)
H (2.750, 4.850, 2.012)
H (0.565, 3.755, 2.375)
H (-0.061, 1.762, 1.068)
H (3.652, -1.697, -1.228)
H (4.601, -3.450, 0.199)
H (3.635, -3.889, 2.441)
H (1.710, -2.554, 3.230)
H (0.728, -0.820, 1.803)
H (3.110, -0.754, -5.086)
H (5.085, -0.748, -6.560)
H (6.249, 1.379, -7.067)
H (5.429, 3.493, -6.078)
H (3.453, 3.473, -4.586)
H (-0.610, -0.311, -2.861)
H (-2.320, -1.370, -4.126)
H (-2.332, -1.227, -6.644)
H (-0.553, 0.072, -7.786)
H (1.214, 1.160, -6.481)

---

No. 5
# C2H4BNO2

2 unconnected molecules or ions with the total composition C2H4BNO2 at a distorted geometry (ωB97M-V/def2-TZVPD, the OMol25 dataset).

Results
Multiplicity: 1
HOMO energy (eV): -10.462
Lowest unoccupied orbital energy (eV): 0.0739
Frontier orbital gap (eV): 10.536

Positions of all 10 atoms, in Å:
B (-0.414, 0.514, 0.107)
C (-2.613, -0.218, 0.216)
C (1.636, -0.825, -0.216)
N (-3.602, -0.519, -0.302)
O (-0.168, 1.773, 0.485)
O (0.204, -0.564, -0.262)
H (1.867, -1.771, 0.210)
H (1.991, 0.128, 0.205)
H (1.907, -0.928, -1.240)
H (-0.809, 2.411, 0.798)